(1)
C5H7ClO2 | the ωB97M-V functional and the def2-TZVPD basis

**SMILES string**: CO[C@@H]1C(=O)C[C@H]1Cl
**M**: 134.6 g/mol
**E_HOMO**: -9.48 eV
**Multiplicity**: 1

```
15
Properties=species:S:1:pos:R:3:nbo_charge:R:1
C 1.97864 -1.31930 -0.18387 -0.26
C -0.12166 -0.34783 -0.19021 -0.03
C -1.27090 1.55212 0.23050 -0.53
H -0.27333 -0.69478 -1.22372 0.20
H -1.48637 -0.24788 1.53194 0.23
H 2.24745 -0.33971 -0.59004 0.20
H -1.88472 1.88397 -0.63458 0.25
O 0.77179 -1.18374 0.55889 -0.51
H 1.87277 -2.06103 -0.99493 0.17
O 1.15807 1.76008 -0.24318 -0.49
C 0.14098 1.15872 -0.11948 0.58
Cl -2.93569 -0.66808 -0.22644 -0.03
H -1.41024 2.20388 1.06198 0.25
C -1.48494 0.00112 0.49972 -0.21
H 2.69815 -1.69754 0.52342 0.20
```

=====

(2)
C5H7ClS | the ωB97M-V functional and the def2-TZVPD basis

**SMILES string**: Cl[C@H]1C[C@@H]2S[C@@H]2C1
**M**: 134.6 g/mol
**E_HOMO**: -8.92 eV
**Multiplicity**: 1

```
14
Properties=species:S:1:pos:R:3:nbo_charge:R:1
H -0.94538 -1.91485 -0.33589 0.25
C 0.91557 0.76454 -0.71590 -0.22
H 1.04570 1.33263 -1.56385 0.23
C -0.86274 0.04193 0.62014 -0.17
H -0.84012 2.00147 0.00496 0.25
H -1.27487 -0.10445 1.59366 0.22
C -0.10837 1.27132 0.33173 -0.46
H 0.31416 1.48537 1.38666 0.24
H 0.79298 -0.92818 -1.69586 0.23
C 0.89069 -0.65425 -0.69027 -0.35
C -0.18921 -1.31127 0.25863 -0.42
S 2.44084 -0.11210 -0.03871 0.10
Cl -2.28669 -0.05015 -0.42674 -0.10
H 0.10745 -1.82201 1.27143 0.23
```

=====

(3)
C5H7CuNaO3 | the ωB97M-V functional and the def2-TZVPD basis

**Charge**: +2
**M**: 201.6 g/mol
**E_HOMO (spin up / spin down)**: -15.67 / -17.16 eV
**Multiplicity**: 2
**⟨S²⟩**: 0.754

```
17
Properties=species:S:1:pos:R:3:nbo_charge:R:1
C 2.64979 -0.18354 0.74291 -0.72
C -4.35174 -0.17253 0.03388 -0.41
O -1.32859 -0.86693 0.51804 -0.81
C -0.89087 0.32430 0.25827 1.04
O -1.61665 1.29940 -0.01023 -0.71
H -5.21668 -0.77876 0.26711 0.30
C 1.34848 -0.39200 0.08483 0.11
H 2.54507 -0.22709 1.83645 0.25
H -4.04880 2.07022 -0.05968 0.25
H 1.23401 -0.82097 -0.91662 0.20
Na -0.83356 3.44792 -0.23868 0.99
Cu -0.24599 -2.71941 1.14226 0.94
H 3.34856 -0.96156 0.41483 0.27
O 0.39562 0.56244 0.42602 -0.50
H 3.03798 0.82399 0.50444 0.26
H -2.51765 -0.88419 0.40594 0.57
C -4.03043 1.00371 -0.23302 -0.04
```

=====

(4)
C5H7F2N2 | the ωB97M-V functional and the def2-TZVPD basis

**Charge**: +1
**M**: 133.1 g/mol
**E_HOMO (spin up / spin down)**: -14.24 / -14.30 eV
**Multiplicity**: 1

```
16
Properties=species:S:1:pos:R:3:nbo_charge:R:1
F 1.35311 -2.35209 -2.65619 -0.19
C 0.45551 -1.70429 -2.08343 0.77
F 0.77670 -3.32932 0.64231 -0.57
N 1.61759 0.13168 -1.00027 -0.03
H 2.22189 2.18045 0.35672 0.27
C 1.12392 1.82138 0.46599 -0.47
C -0.65121 0.56739 -0.49925 -0.09
H 0.57334 2.70822 0.32513 0.25
N 0.72867 0.76311 -0.47006 -0.08
H 1.22557 1.20929 1.42491 0.26
H -1.57050 -1.90881 -2.65762 0.30
H -1.29889 1.20603 0.19240 0.26
H 0.68742 -3.27690 1.59629 0.57
H -2.43166 -0.54264 -0.98979 0.27
C -0.80696 -1.38132 -2.07218 -0.43
C -1.33217 -0.34942 -1.16688 -0.11
```

=====

(5)
C5H7F3NO2 | the ωB97M-V functional and the def2-TZVPD basis

**Charge**: -1
**M**: 170.1 g/mol
**E_HOMO (spin up / spin down)**: -2.70 / -2.69 eV
**Multiplicity**: 1

```
18
Properties=species:S:1:pos:R:3:nbo_charge:R:1
C -1.81885 0.36216 -0.82885 0.03
H 0.59981 -0.82473 2.02993 0.19
H 0.01195 -1.20155 0.36183 0.19
C 0.66688 -0.50913 0.98668 -0.62
H -1.97752 -1.43631 -1.01649 0.32
H -1.61330 1.42087 -1.18631 0.21
C 0.63311 1.75142 -0.28369 0.69
C -2.89118 0.42207 0.18880 0.91
O 1.65274 1.23483 -1.13389 -0.77
F -3.35854 1.56542 0.63809 -0.30
F -4.02694 -0.12576 -0.47169 -0.39
F -2.71231 -0.45782 1.20256 -0.33
N -1.45967 -0.71128 -1.39251 -0.64
H 1.82215 -0.69652 0.83230 0.18
O 0.23997 2.90444 -0.49330 -0.76
H 1.85674 1.82455 -1.87701 0.47
C 0.30117 0.89338 0.78284 -0.56
H -0.14057 1.39326 1.69007 0.19
```

=====

(6)
C5H7F3S | the ωB97M-V functional and the def2-TZVPD basis

**M**: 156.2 g/mol
**E_HOMO**: -8.39 eV
**Multiplicity**: 1

```
16
Properties=species:S:1:pos:R:3:nbo_charge:R:1
H -0.82299 1.11443 2.00968 0.20
S 3.11904 -1.79835 0.12237 0.26
C -1.12233 0.25593 1.56359 -0.33
H -0.24734 0.52782 -1.40706 0.22
C 1.72886 -1.66009 -0.70547 -0.49
C -1.70834 -1.45232 -0.06783 0.95
H -1.35678 -0.51468 2.28585 0.20
F -0.74853 -2.24171 0.43538 -0.32
H 3.70547 -2.66150 -0.60751 0.08
H 0.93209 -1.03587 -0.32205 0.15
C -1.34969 -0.07117 0.29129 -0.09
F -1.80438 -1.56604 -1.45692 -0.33
F -2.83422 -1.94906 0.50749 -0.32
C -1.05470 0.92192 -0.83291 -0.63
H -1.83609 0.94002 -1.55216 0.23
H -0.76038 1.79732 -0.30376 0.22
```

=====

(7)
C5H7F4N4 | the ωB97M-V functional and the def2-TZVPD basis

**Charge**: +1
**SMILES string**: [H]/N=C(/C(=C\N)C(F)(F)F)N(F)C=[NH2+]
**M**: 199.1 g/mol
**E_HOMO**: -12.78 eV
**Multiplicity**: 1

```
20
Properties=species:S:1:pos:R:3:nbo_charge:R:1
C -1.09185 2.18185 0.42433 0.18
H -1.75939 -1.07138 -1.55526 0.39
H -2.77039 2.98790 0.14642 0.39
F 1.34620 2.30004 1.44303 -0.29
C -0.35407 1.04859 0.49133 -0.41
H -2.91670 1.49068 -0.59423 0.46
N -2.35292 2.15327 0.02549 -0.72
F 1.35238 0.18680 1.85624 -0.31
N 1.84022 -2.91437 -0.55465 -0.74
H 1.66033 -1.00357 -1.39638 0.27
C -0.69803 -0.15928 -0.23956 0.43
C 1.23513 -1.74811 -0.73083 0.36
N -1.64543 -0.26304 -0.98240 -0.61
C 1.05232 1.12328 0.98121 0.99
H 2.21972 -3.47645 -1.29473 0.44
H 1.65791 -3.52789 0.24861 0.44
N 0.23363 -1.34355 -0.03171 0.02
H -0.80978 3.24594 0.85963 0.26
F 1.98836 0.92843 -0.07321 -0.38
F -0.18765 -2.13913 0.97668 -0.16
```

=====

(8)
C5H7FN2O5 | the ωB97M-V functional and the def2-TZVPD basis

**SMILES string**: CCOC(=O)/C(F)=[N+](\[O-])O.N=C=O
**M**: 194.1 g/mol
**E_HOMO (spin up / spin down)**: -9.78 / -9.78 eV
**Multiplicity**: 1

```
20
Properties=species:S:1:pos:R:3:nbo_charge:R:1
H 0.38661 -1.14388 -2.23005 0.22
H 0.13646 -1.90992 -0.52959 0.20
C 1.38016 0.97457 -1.08827 0.71
C 0.11495 -1.01956 -1.14639 -0.10
O 3.43317 -1.83358 -1.28084 -0.52
O 0.89978 -0.05200 -0.48232 -0.47
C 2.28280 1.75781 -0.21603 0.40
N 2.78139 1.42628 0.93247 0.34
H 4.23319 1.91076 2.15539 0.50
O 3.72148 2.39306 1.38191 -0.53
O 2.57999 0.40023 1.63712 -0.49
C 3.36522 -2.13210 -0.16976 0.87
C -1.38730 -0.69356 -1.16662 -0.63
F 2.72403 2.94005 -0.64226 -0.27
N 3.21365 -2.56372 0.93509 -0.78
H 2.55703 -2.17566 1.56698 0.43
H -2.08773 -1.60821 -0.99341 0.21
O 1.07679 1.39908 -2.18303 -0.55
H -1.51472 0.01970 -0.39686 0.22
H -1.81662 -0.39169 -2.08418 0.22
```